No. 1
A 3-piece molecular cluster, C4H14NO3 overall at a distorted geometry. Source: OMol25; level of theory: ωB97M-V/def2-TZVPD.

```
22
Properties=species:S:1:pos:R:3:forces:R:3
H 2.009 1.227 0.066 -0.4 -0.6 0.7
H -2.523 -0.181 2.930 0.1 -0.6 0.1
H -0.710 -2.727 -1.775 -0.4 1.4 0.5
H 2.708 -0.989 -0.586 0.1 -0.1 1.0
H -0.737 0.727 0.953 0.1 0.7 0.4
C -0.478 -1.769 -1.195 0.5 -4.1 -2.0
H -1.090 -0.895 3.008 -0.6 -0.1 0.0
C 1.363 0.392 0.461 0.2 3.0 -1.0
H 0.369 -2.118 0.681 0.7 0.1 0.0
H 1.528 -0.375 -1.528 -0.5 0.1 0.7
H 1.553 0.386 1.530 0.0 -0.8 0.0
N -0.052 0.918 0.227 1.6 -0.5 -1.1
C 1.643 -0.750 -0.478 0.8 -0.6 -1.3
O -1.206 -0.729 -1.237 -0.6 1.8 0.3
C 0.732 -1.966 -0.376 -1.0 0.1 0.9
H -0.418 0.169 -0.524 -1.5 -0.3 -0.6
H -0.118 1.785 -0.368 -0.3 -0.9 1.6
H -2.100 3.126 -1.276 -0.1 -0.9 0.1
O -1.578 -0.092 2.796 0.7 0.7 -0.3
H -0.868 3.857 -1.342 0.7 -0.3 0.0
H 1.123 -2.928 -0.711 0.5 0.3 0.2
O -1.150 2.933 -1.255 -0.7 1.6 -0.3
```
Positions in Å, forces in eV/Å.

Its expectation value of S² is 0.75. As for the calculated total energy: -441.1486 Ha. The calculation puts the maximum force at 4.6 eV/A. For the energy relative to the best compared isomer or geometry (same formula, charge and spin), the calculation gives 2.2404 eV. The spin multiplicity is 2. The value obtained for the orbital gap (spin up / spin down) is 0.152 / 0.298 Ha. The total charge is 0. Its HOMO energy (spin up / spin down) is -3.854 / -7.853 eV. The value obtained for the LUMO energy (spin up / spin down) is 0.273 / 0.264 eV.

Which charges does Löwdin predict for the atoms? In e, they are: number 1, H, carries 0.1219; number 2, H, carries 0.0457; number 3, H, carries 0.0874; number 4, H, carries 0.1082; number 5, H, carries 0.0985; number 6, C, carries -0.4218; number 7, H, carries 0.0462; number 8, C, carries -0.1702; number 9, H, carries 0.1015; number 10, H, carries 0.1282; number 11, H, carries 0.1096; number 12, N, carries 0.1019; number 13, C, carries -0.2239; number 14, O, carries -0.1609; number 15, C, carries -0.2503; number 16, H, carries 0.0320; number 17, H, carries 0.1055; number 18, H, carries 0.0712; number 19, O, carries -0.0508; number 20, H, carries 0.0646; number 21, H, carries 0.0986; number 22, O, carries -0.0430


No. 2
A 4-piece molecular cluster, C4H14NO3 overall at a distorted geometry. Source: OMol25; level of theory: ωB97M-V/def2-TZVPD.

```
22
Properties=species:S:1:pos:R:3:forces:R:3
H 1.292 0.351 2.618 0.4 -0.6 0.1
H 2.109 -2.681 0.687 -0.2 0.1 -0.3
O 2.040 -1.745 0.889 0.2 0.6 0.2
H 0.358 -1.203 2.707 0.1 0.5 -0.1
H -0.803 -2.153 -4.217 -0.1 0.4 0.2
H 0.309 2.523 -1.713 -0.2 0.3 1.5
H -0.838 0.508 1.189 -0.2 -0.5 0.2
O 0.484 -0.689 -0.849 -1.5 1.5 -1.1
N -1.360 1.278 -1.686 1.7 2.6 -1.0
H -1.894 2.135 -1.842 -0.2 0.0 0.0
C -0.091 1.549 -1.407 -3.2 -0.6 -2.0
C 0.371 -0.130 2.944 0.0 0.8 -0.2
H 1.859 0.733 -1.057 0.0 0.1 0.0
H -1.617 0.627 -2.437 -0.1 -1.6 1.0
H -0.705 1.749 2.364 0.2 -0.1 0.5
O -0.898 -1.349 -3.681 0.0 0.3 -0.1
H -1.681 0.323 2.796 -0.2 0.4 -0.7
H 1.458 -1.291 0.248 0.8 -1.4 0.7
H 0.326 -0.044 4.038 -0.1 0.1 -0.3
H -0.739 -1.608 -2.772 0.1 -0.5 0.1
C -0.775 0.662 2.275 -0.2 -0.5 0.6
C 0.796 0.455 -1.094 2.8 -1.8 0.6
```
Positions in Å, forces in eV/Å.

As for the calculated total energy: -440.8984 Ha. The calculation puts the maximum force at 3.8 eV/A. For the energy relative to the best compared isomer or geometry (same formula, charge and spin), the calculation gives 4.3539 eV. The value obtained for the orbital gap is 0.198 Ha. The total charge is +1. Its HOMO energy is -13.832 eV. The value obtained for the LUMO energy is -8.444 eV.

Which charges does Löwdin predict for the atoms? In e, they are: number 1, H, carries 0.0563; number 2, H, carries 0.0504; number 3, O, carries -0.0608; number 4, H, carries 0.0632; number 5, H, carries 0.0704; number 6, H, carries 0.1773; number 7, H, carries 0.0156; number 8, O, carries 0.1212; number 9, N, carries 0.2805; number 10, H, carries 0.1600; number 11, C, carries 0.0960; number 12, C, carries -0.1601; number 13, H, carries 0.1622; number 14, H, carries 0.1607; number 15, H, carries 0.0615; number 16, O, carries -0.0544; number 17, H, carries 0.0730; number 18, H, carries -0.0392; number 19, H, carries 0.0736; number 20, H, carries 0.0101; number 21, C, carries -0.1637; number 22, C, carries -0.1539


No. 3
A 3-piece molecular cluster, C4H14NO3 overall at a distorted geometry. Source: OMol25; level of theory: ωB97M-V/def2-TZVPD.

```
22
Properties=species:S:1:pos:R:3:forces:R:3
H 0.541 -0.978 2.177 -1.5 -1.9 0.4
H 1.485 1.934 -1.602 -1.3 -2.0 0.4
C 1.238 -0.389 1.692 4.8 0.4 2.3
H -0.843 0.484 -0.433 -0.9 0.1 -0.4
H -0.167 1.521 2.926 -0.6 0.3 -0.2
N 0.144 0.305 -0.401 1.9 0.4 0.4
H 1.254 -3.316 -0.459 -0.3 0.4 1.1
H -0.137 1.189 -2.313 1.4 0.4 0.8
O 0.634 -2.674 -0.846 0.6 -0.3 1.4
H 1.943 -0.125 2.715 -1.9 0.1 -3.0
H 0.791 -2.985 -1.708 -0.3 0.0 -2.6
O -1.431 2.013 1.297 1.4 -0.8 1.6
C 0.592 0.756 0.991 0.9 1.0 0.4
H 1.339 1.566 0.939 -0.1 -0.2 -0.7
H 1.171 0.221 -2.188 2.9 -4.0 -2.4
H 0.272 -0.765 -0.458 -0.1 1.8 -0.1
H 2.027 -0.940 1.068 -1.5 0.6 0.7
C 0.815 0.991 -1.713 -4.4 4.1 2.6
H -2.338 -1.201 -2.530 0.5 -0.1 0.7
H -1.295 -1.922 -1.592 -0.2 -0.5 -0.1
O -1.709 -1.081 -1.790 -0.5 0.5 -0.6
C -0.479 1.496 1.859 -0.7 -0.2 -2.6
```
Positions in Å, forces in eV/Å.

As for the calculated total energy: -440.9670 Ha. The calculation puts the maximum force at 6.5 eV/A. For the energy relative to the best compared isomer or geometry (same formula, charge and spin), the calculation gives 2.4873 eV. The value obtained for the orbital gap is 0.405 Ha. The total charge is +1. Its HOMO energy is -14.109 eV. The value obtained for the LUMO energy is -3.095 eV.

Which charges does Löwdin predict for the atoms? In e, they are: number 1, H, carries 0.0483; number 2, H, carries 0.1436; number 3, C, carries -0.0794; number 4, H, carries 0.1070; number 5, H, carries 0.1482; number 6, N, carries 0.0577; number 7, H, carries 0.0909; number 8, H, carries 0.1182; number 9, O, carries -0.0238; number 10, H, carries 0.1753; number 11, H, carries 0.0415; number 12, O, carries 0.0836; number 13, C, carries -0.3037; number 14, H, carries 0.1538; number 15, H, carries 0.0056; number 16, H, carries 0.1225; number 17, H, carries 0.1096; number 18, C, carries 0.0859; number 19, H, carries 0.0864; number 20, H, carries 0.0164; number 21, O, carries -0.0387; number 22, C, carries -0.1491


No. 4
A 5-piece molecular cluster, C4H14NO7 overall at a distorted geometry. Source: OMol25; level of theory: ωB97M-V/def2-TZVPD.

```
26
Properties=species:S:1:pos:R:3:forces:R:3
C -1.295 0.827 0.528 -1.1 -0.7 -1.2
H 0.373 -1.161 -1.416 -0.1 -0.1 0.1
H -1.476 1.640 -0.191 0.3 0.1 0.2
H -2.105 -1.433 2.479 0.0 0.2 0.1
O 1.650 0.206 2.059 0.4 -0.2 0.0
C 0.647 -0.324 1.645 -0.6 1.4 -0.5
H -2.090 0.105 0.303 0.0 0.2 0.4
H 1.002 3.680 -1.550 0.1 0.1 -0.1
N 0.041 -1.159 -0.466 -1.2 -0.1 0.4
H -1.430 1.188 1.545 0.1 0.0 0.0
O -1.489 -2.244 0.951 0.0 0.8 0.0
H 3.403 -0.746 0.179 0.5 -0.8 -0.2
H -0.386 3.128 -1.745 0.1 0.3 -0.2
O 1.475 1.334 -3.122 -0.1 1.4 -0.3
O -0.771 -3.220 -0.930 -0.2 0.2 -0.3
H 0.079 -1.043 2.246 0.1 -0.3 -0.1
O 3.690 -1.636 -0.128 0.1 1.4 0.4
O 0.273 3.695 -2.183 -0.4 -0.3 0.4
C 0.007 0.084 0.281 1.8 -0.3 1.3
O -2.652 -0.935 3.136 -0.1 -0.5 -0.5
H 2.857 -2.093 -0.139 -0.7 -0.6 -0.1
C -0.854 -2.277 -0.132 1.0 -0.8 -0.3
H -3.526 -1.116 2.764 0.1 0.2 0.3
H 0.933 0.606 -2.854 -0.5 -0.7 0.2
H 0.883 2.127 -3.116 0.7 -0.8 0.0
H 0.761 0.767 -0.145 -0.2 -0.2 0.0
```
Positions in Å, forces in eV/Å.

As for the calculated total energy: -742.3341 Ha. The calculation puts the maximum force at 2.3 eV/A. For the energy relative to the best compared isomer or geometry (same formula, charge and spin), the calculation gives 1.2179 eV. The value obtained for the orbital gap is 0.295 Ha. The total charge is -1. Its HOMO energy is -5.334 eV. The value obtained for the LUMO energy is 2.683 eV.

Which charges does Löwdin predict for the atoms? In e, they are: number 1, C, carries -0.0486; number 2, H, carries 0.1000; number 3, H, carries 0.0531; number 4, H, carries -0.0115; number 5, O, carries 0.0247; number 6, C, carries -0.2083; number 7, H, carries 0.0773; number 8, H, carries 0.0581; number 9, N, carries 0.0607; number 10, H, carries 0.0782; number 11, O, carries -0.0752; number 12, H, carries 0.0365; number 13, H, carries 0.0406; number 14, O, carries -0.0727; number 15, O, carries -0.0494; number 16, H, carries 0.1174; number 17, O, carries -0.0747; number 18, O, carries -0.0590; number 19, C, carries -0.3573; number 20, O, carries -0.1103; number 21, H, carries 0.0078; number 22, C, carries -0.7480; number 23, H, carries 0.0257; number 24, H, carries -0.0024; number 25, H, carries 0.0119; number 26, H, carries 0.1254


No. 5
A 2-piece molecular cluster, C4H14NOS overall at a distorted geometry. Source: OMol25; level of theory: ωB97M-V/def2-TZVPD.

```
21
Properties=species:S:1:pos:R:3:forces:R:3
H -2.230 0.409 0.712 0.1 1.0 0.6
H 1.924 -0.356 -3.347 -0.1 0.4 0.4
N -1.336 0.101 0.321 -0.6 -2.0 -0.4
O -4.019 1.382 0.887 0.3 -0.3 0.3
H 1.934 -1.621 0.175 0.4 -0.2 0.1
H -4.429 2.021 0.297 -0.1 0.1 0.0
H 0.769 0.767 1.605 -0.3 0.1 0.4
H 0.811 -1.423 -2.474 -0.7 0.0 -0.3
C -0.527 -0.916 1.114 0.8 1.5 -0.1
H -0.537 -1.843 0.555 0.4 -0.1 0.0
C 1.935 -0.579 0.461 -1.9 0.3 -1.0
H -0.689 0.731 -0.138 0.2 1.1 0.1
C 0.843 -0.312 1.494 0.1 -0.6 -1.2
C 1.661 -0.775 -2.373 0.3 -1.1 0.0
S 1.427 0.391 -1.030 0.2 0.4 -0.2
H -0.971 -1.054 2.058 -1.2 -0.3 0.8
H 2.870 -0.171 0.715 1.2 0.0 0.6
H -1.665 -0.409 -0.481 -0.3 -0.4 -0.7
H 2.429 -1.491 -2.094 0.5 0.3 0.0
H -4.397 1.531 1.766 0.0 0.0 -0.3
H 1.066 -0.751 2.441 0.6 -0.1 0.7
```
Positions in Å, forces in eV/Å.

As for the calculated total energy: -688.7340 Ha. The calculation puts the maximum force at 2.2 eV/A. For the energy relative to the best compared isomer or geometry (same formula, charge and spin), the calculation gives 0.7823 eV. The value obtained for the orbital gap is 0.353 Ha. The total charge is +1. Its HOMO energy is -12.539 eV. The value obtained for the LUMO energy is -2.930 eV.

Which charges does Löwdin predict for the atoms? In e, they are: number 1, H, carries 0.1178; number 2, H, carries 0.0526; number 3, N, carries 0.1624; number 4, O, carries -0.0465; number 5, H, carries 0.0848; number 6, H, carries 0.0604; number 7, H, carries 0.1160; number 8, H, carries 0.0238; number 9, C, carries -0.1204; number 10, H, carries 0.1353; number 11, C, carries -0.4041; number 12, H, carries 0.0582; number 13, C, carries -0.2435; number 14, C, carries -0.3900; number 15, S, carries 0.8551; number 16, H, carries 0.1102; number 17, H, carries 0.0620; number 18, H, carries 0.1468; number 19, H, carries 0.0419; number 20, H, carries 0.0662; number 21, H, carries 0.1110